1.
{
  "formula": "C51H64AsF6N10O4",
  "method": "ωB97M-V/def2-TZVPD",
  "charge": 6,
  "homo_energy_ev": [-15.76, -19.69],
  "spin_multiplicity": 2,
  "e_lumo_ev": [-13.45, -13.45],
  "energy_ev": -154095.7747,
  "homo_lumo_gap_ha": [0.085, 0.229],
  "symbols": ["N", "O", "O", "O", "C", "C", "O", "N", "H", "H", "C", "H", "H", "H", "H", "H", "H", "C", "N", "C", "C", "C", "C", "C", "C", "C", "C", "N", "C", "C", "C", "H", "H", "H", "H", "H", "H", "H", "H", "H", "H", "H", "H", "H", "H", "C", "N", "C", "C", "C", "C", "C", "C", "C", "C", "N", "C", "C", "C", "H", "H", "H", "H", "H", "H", "H", "H", "H", "H", "H", "H", "H", "H", "C", "N", "C", "C", "C", "C", "C", "C", "C", "C", "N", "C", "C", "C", "H", "H", "H", "H", "H", "H", "H", "H", "H", "H", "H", "H", "H", "H", "C", "N", "C", "C", "C", "C", "C", "C", "C", "C", "N", "C", "C", "C", "H", "H", "H", "H", "H", "H", "H", "H", "H", "H", "H", "H", "H", "H", "As", "F", "F", "F", "F", "F", "F"],
  "positions_angstrom": [[0.214, -0.610, -0.854], [0.121, 0.498, -1.312], [-0.857, -1.230, -0.701], [1.280, -1.084, -0.642], [-1.453, 2.304, 0.478], [-1.359, 3.681, -0.066], [-2.043, 4.665, 0.301], [-0.244, 3.878, -1.122], [0.648, 4.118, -0.713], [-0.134, 3.040, -1.676], [-0.586, 5.036, -2.042], [-2.098, 2.272, 1.356], [-0.483, 1.944, 0.822], [-1.865, 1.630, -0.272], [-0.508, 6.017, -1.572], [-1.608, 4.884, -2.390], [-0.039, 4.863, -2.969], [-4.776, -1.915, -2.857], [-5.275, -0.913, -1.901], [-6.505, -0.349, -2.048], [-6.847, 0.801, -1.373], [-5.993, 1.220, -0.315], [-4.761, 0.610, -0.130], [-4.441, -0.460, -0.968], [-6.392, 2.441, 0.515], [-7.461, 2.375, 1.417], [-7.591, 3.463, 2.397], [-6.760, 4.555, 2.309], [-5.808, 4.590, 1.366], [-5.709, 3.650, 0.388], [-6.980, 5.596, 3.336], [-3.720, -2.101, -2.658], [-4.959, -1.406, -3.803], [-5.351, -2.836, -2.757], [-7.166, -0.779, -2.786], [-7.809, 1.268, -1.524], [-4.095, 0.970, 0.640], [-3.465, -0.922, -0.994], [-8.078, 1.495, 1.520], [-8.391, 3.337, 3.112], [-5.188, 5.460, 1.526], [-5.073, 3.897, -0.449], [-7.037, 5.126, 4.318], [-7.880, 6.183, 3.153], [-6.121, 6.267, 3.314], [11.923, 2.136, -1.747], [10.601, 2.128, -1.229], [9.832, 3.186, -1.214], [8.545, 3.088, -0.750], [8.029, 1.948, -0.217], [8.850, 0.845, -0.304], [10.152, 0.919, -0.867], [6.685, 1.785, 0.327], [5.777, 1.069, -0.435], [4.426, 1.044, -0.066], [3.995, 1.671, 1.050], [4.890, 2.388, 1.825], [6.244, 2.457, 1.464], [2.569, 1.577, 1.426], [11.937, 1.659, -2.727], [12.600, 1.594, -1.087], [12.318, 3.146, -1.859], [10.260, 4.052, -1.696], [7.868, 3.922, -0.864], [8.573, -0.131, 0.067], [10.741, 0.032, -1.043], [6.036, 0.524, -1.330], [3.622, 0.531, -0.572], [4.466, 2.916, 2.665], [6.886, 3.107, 2.039], [2.109, 1.667, 0.442], [2.220, 2.287, 2.175], [2.558, 0.522, 1.702], [-1.026, -9.146, -2.029], [-0.563, -7.746, -2.319], [-1.287, -6.959, -3.119], [-0.777, -5.751, -3.518], [0.434, -5.245, -3.012], [1.121, -6.041, -2.035], [0.640, -7.387, -1.858], [0.771, -3.863, -3.270], [-0.173, -2.943, -3.751], [0.287, -1.671, -4.087], [1.584, -1.380, -3.917], [2.467, -2.262, -3.550], [2.126, -3.498, -3.108], [2.187, 0.019, -4.231], [-0.720, -9.747, -2.886], [-2.091, -9.180, -1.797], [-0.621, -9.497, -1.080], [-2.187, -7.330, -3.588], [-1.243, -5.285, -4.375], [2.073, -5.739, -1.625], [1.084, -8.041, -1.122], [-1.220, -3.157, -3.910], [-0.364, -0.855, -4.364], [3.487, -1.914, -3.479], [2.905, -4.222, -2.921], [2.132, 0.500, -3.254], [1.516, 0.612, -4.852], [3.237, -0.024, -4.521], [-2.552, 1.440, 8.242], [-2.081, 0.552, 7.145], [-1.029, 1.073, 6.457], [-0.491, 0.337, 5.419], [-0.983, -0.936, 5.120], [-2.011, -1.499, 5.904], [-2.525, -0.701, 6.962], [-0.479, -1.674, 3.951], [0.902, -1.881, 3.791], [1.422, -2.615, 2.716], [0.617, -3.005, 1.742], [-0.748, -2.883, 1.835], [-1.289, -2.197, 2.901], [1.158, -3.851, 0.655], [-3.118, 2.308, 7.904], [-1.721, 1.838, 8.823], [-3.210, 0.868, 8.897], [-0.758, 2.103, 6.634], [0.233, 0.766, 4.742], [-2.362, -2.504, 5.723], [-3.199, -1.071, 7.720], [1.618, -1.639, 4.562], [2.473, -2.815, 2.565], [-1.295, -3.109, 0.931], [-2.359, -2.072, 2.984], [1.066, -4.883, 0.994], [2.196, -3.607, 0.429], [0.518, -3.769, -0.224], [-2.801, 1.944, -3.792], [-1.206, 2.205, -3.062], [-3.549, 2.247, -2.128], [-4.500, 1.786, -4.494], [-1.959, 1.547, -5.338], [-2.925, 0.154, -3.555], [-2.895, 3.694, -4.126]]
}

2.
{
  "formula": "C51H64N2O4",
  "method": "ωB97M-V/def2-TZVPD",
  "homo_energy_ev": -6.82,
  "spin_multiplicity": 1,
  "e_lumo_ev": -0.23,
  "energy_ev": -65094.7024,
  "relative_energy_ev": 0.000,
  "homo_lumo_gap_ha": 0.242,
  "symbols": ["C", "C", "C", "O", "C", "O", "C", "C", "C", "C", "C", "C", "C", "C", "C", "O", "O", "H", "H", "H", "H", "H", "H", "H", "H", "H", "H", "H", "H", "C", "C", "C", "C", "C", "C", "C", "C", "C", "C", "C", "C", "C", "C", "N", "C", "C", "N", "C", "C", "C", "C", "C", "C", "C", "C", "C", "C", "C", "C", "C", "C", "C", "C", "C", "C", "C", "C", "C", "C", "H", "H", "H", "H", "H", "H", "H", "H", "H", "H", "H", "H", "H", "H", "H", "H", "H", "H", "H", "H", "H", "H", "H", "H", "H", "H", "H", "H", "H", "H", "H", "H", "H", "H", "H", "H", "H", "H", "H", "H", "H", "H", "H", "H", "H", "H", "H", "H", "H", "H", "H", "H"],
  "positions_angstrom": [[2.016, -0.060, 0.168], [2.628, -0.365, 1.521], [4.004, -1.027, 1.389], [2.770, 0.844, 2.315], [1.580, 1.459, 2.651], [1.533, 2.658, 2.860], [0.397, 0.590, 2.730], [-0.865, 1.106, 2.749], [-1.975, 0.253, 2.276], [-1.935, -0.299, 0.974], [-3.055, -0.905, 0.405], [-4.221, -1.055, 1.159], [-4.252, -0.604, 2.486], [-3.132, 0.017, 3.046], [0.660, -0.879, 2.816], [-0.064, -1.657, 3.397], [1.835, -1.320, 2.272], [1.166, 0.625, 0.250], [2.779, 0.418, -0.458], [1.698, -0.991, -0.314], [4.414, -1.243, 2.381], [3.888, -1.970, 0.844], [4.697, -0.372, 0.852], [-0.987, 2.177, 2.787], [-1.000, -0.207, 0.412], [-3.004, -1.284, -0.619], [-5.101, -1.524, 0.718], [-5.151, -0.745, 3.089], [-3.107, 0.300, 4.100], [-3.901, 2.885, 2.263], [-3.966, 4.251, 1.605], [-4.327, 3.985, 0.132], [-5.095, 5.088, 2.206], [-2.559, 4.877, 1.759], [-1.625, 4.580, 0.761], [-0.397, 5.222, 0.724], [-0.109, 6.220, 1.648], [-1.017, 6.569, 2.648], [-0.773, 7.911, 3.399], [-0.531, 7.685, 4.883], [-1.951, 8.866, 3.167], [0.488, 8.629, 2.901], [-2.121, 5.672, 2.860], [-2.651, 5.456, 4.187], [-3.558, 6.381, 4.861], [-3.629, 5.874, 6.273], [-2.937, 4.578, 6.236], [-2.968, 3.768, 7.436], [-4.165, 3.086, 7.792], [-5.484, 2.967, 6.968], [-6.104, 1.568, 7.152], [-5.298, 3.127, 5.470], [-6.493, 3.996, 7.501], [-4.238, 2.471, 9.045], [-3.099, 2.225, 9.796], [-1.921, 2.860, 9.431], [-1.892, 3.776, 8.373], [-0.763, 4.853, 8.471], [0.445, 4.342, 9.266], [-1.328, 6.072, 9.213], [-0.209, 5.267, 7.129], [-2.358, 4.364, 4.992], [-1.459, 3.351, 4.619], [-1.031, 2.345, 5.573], [-1.940, 1.440, 6.157], [-1.503, 0.508, 7.096], [-0.148, 0.428, 7.439], [0.768, 1.297, 6.843], [0.346, 2.224, 5.893], [-3.497, 2.947, 3.282], [-4.884, 2.396, 2.288], [-3.218, 2.236, 1.706], [-4.269, 4.903, -0.465], [-3.680, 3.227, -0.324], [-5.355, 3.601, 0.072], [-4.976, 6.152, 1.958], [-6.061, 4.754, 1.794], [-5.161, 4.960, 3.291], [-1.853, 3.852, -0.022], [0.333, 4.970, -0.047], [0.837, 6.752, 1.548], [0.302, 6.989, 5.033], [-0.278, 8.633, 5.379], [-1.408, 7.284, 5.387], [-1.882, 9.314, 2.170], [-2.924, 8.370, 3.215], [-1.933, 9.677, 3.907], [0.441, 8.839, 1.829], [0.595, 9.591, 3.418], [1.386, 8.040, 3.113], [-3.182, 7.407, 4.806], [-4.545, 6.390, 4.376], [-3.114, 6.544, 6.983], [-4.659, 5.774, 6.642], [-6.485, 1.408, 8.165], [-6.951, 1.438, 6.464], [-5.368, 0.784, 6.931], [-4.911, 4.110, 5.206], [-4.621, 2.361, 5.075], [-6.265, 3.008, 4.955], [-6.065, 5.001, 7.570], [-7.369, 4.044, 6.842], [-6.832, 3.714, 8.506], [-5.200, 2.121, 9.434], [-3.136, 1.598, 10.689], [-1.034, 2.659, 10.039], [0.835, 3.414, 8.828], [1.247, 5.092, 9.234], [0.195, 4.179, 10.319], [-2.195, 6.503, 8.698], [-1.654, 5.775, 10.218], [-0.557, 6.850, 9.307], [-0.993, 5.641, 6.481], [0.531, 6.069, 7.242], [0.262, 4.423, 6.625], [-0.767, 3.671, 3.833], [-2.977, 1.458, 5.796], [-2.225, -0.175, 7.544], [0.185, -0.300, 8.185], [1.832, 1.249, 7.091], [1.052, 2.865, 5.359]]
}

3.
{
  "formula": "C51H65FN4O3S2SeSi2TcTe",
  "method": "ωB97M-V/def2-TZVPD",
  "homo_energy_ev": [-5.82, -6.04],
  "spin_multiplicity": 2,
  "e_lumo_ev": [-1.93, -1.93],
  "energy_ev": -181027.7452,
  "relative_energy_ev": 0.897,
  "homo_lumo_gap_ha": [0.143, 0.151],
  "symbols": ["Tc", "C", "C", "N", "C", "C", "C", "O", "O", "C", "O", "C", "C", "C", "F", "C", "C", "C", "N", "C", "C", "N", "C", "C", "H", "H", "H", "H", "H", "H", "H", "H", "H", "H", "H", "H", "H", "H", "H", "H", "H", "H", "S", "C", "C", "C", "C", "C", "C", "S", "H", "H", "H", "H", "C", "C", "C", "C", "C", "C", "Se", "C", "C", "C", "H", "H", "H", "H", "H", "H", "H", "H", "H", "H", "H", "C", "C", "C", "C", "C", "C", "N", "C", "C", "C", "C", "C", "C", "H", "H", "H", "H", "H", "H", "H", "H", "H", "H", "C", "Si", "C", "C", "C", "Te", "C", "Si", "C", "C", "C", "H", "H", "H", "H", "H", "H", "H", "H", "H", "H", "H", "H", "H", "H", "H", "H", "H", "H", "H", "H", "H", "H"],
  "positions_angstrom": [[-0.754, -0.188, -0.243], [0.152, 1.993, 6.972], [0.766, 3.039, 6.043], [0.483, 2.771, 4.651], [1.451, 2.185, 3.881], [1.250, 1.752, 2.616], [2.413, 1.117, 1.861], [3.542, 1.491, 2.158], [2.094, 0.251, 0.996], [-0.026, 1.930, 1.986], [-0.337, 1.480, 0.854], [-0.990, 2.700, 2.746], [-2.210, 3.048, 2.153], [-3.168, 3.706, 2.885], [-4.333, 4.085, 2.287], [-2.973, 4.000, 4.228], [-1.753, 3.674, 4.821], [-0.739, 3.050, 4.095], [-3.940, 4.641, 5.059], [-5.330, 4.358, 4.801], [-6.118, 4.700, 6.062], [-5.912, 6.148, 6.343], [-4.470, 6.445, 6.554], [-3.718, 6.050, 5.286], [0.397, 2.226, 8.007], [0.551, 1.013, 6.731], [-0.928, 1.956, 6.862], [1.850, 3.030, 6.170], [0.408, 4.040, 6.304], [2.426, 2.068, 4.332], [-2.393, 2.798, 1.120], [-1.632, 3.928, 5.859], [-5.434, 3.299, 4.568], [-5.746, 4.928, 3.953], [-5.740, 4.128, 6.910], [-7.180, 4.498, 5.928], [-6.472, 6.452, 7.145], [-6.222, 6.668, 5.510], [-4.116, 5.839, 7.387], [-4.339, 7.502, 6.786], [-2.650, 6.223, 5.415], [-4.059, 6.678, 4.442], [-1.322, 1.340, -1.999], [-2.998, 1.754, -1.767], [-3.584, 2.664, -2.644], [-4.910, 3.016, -2.509], [-5.676, 2.452, -1.499], [-5.102, 1.564, -0.614], [-3.759, 1.210, -0.723], [-3.071, 0.157, 0.485], [-2.972, 3.073, -3.436], [-5.350, 3.732, -3.189], [-6.720, 2.713, -1.394], [-5.683, 1.135, 0.189], [-3.428, -5.259, 5.595], [-2.734, -4.273, 4.702], [-2.579, -4.521, 3.349], [-1.908, -3.644, 2.510], [-1.791, -3.989, 1.062], [-1.355, -2.472, 3.032], [-0.232, -1.272, 1.986], [-1.521, -2.197, 4.399], [-0.959, -0.944, 5.000], [-2.207, -3.091, 5.204], [-3.904, -6.044, 5.009], [-4.190, -4.769, 6.202], [-2.712, -5.726, 6.272], [-2.983, -5.429, 2.925], [-2.513, -4.751, 0.778], [-0.792, -4.365, 0.844], [-1.955, -3.100, 0.457], [-1.332, -0.072, 4.464], [0.127, -0.952, 4.906], [-1.232, -0.864, 6.052], [-2.324, -2.866, 6.254], [-4.536, -1.423, -3.841], [-4.692, -1.796, -2.517], [-3.591, -1.939, -1.694], [-2.311, -1.708, -2.192], [-2.160, -1.402, -3.546], [-3.263, -1.237, -4.356], [-1.166, -1.801, -1.358], [-0.404, -2.927, -1.566], [0.746, -3.153, -0.789], [1.493, -4.302, -0.927], [1.137, -5.268, -1.854], [0.001, -5.070, -2.622], [-0.765, -3.933, -2.482], [-5.398, -1.292, -4.476], [-5.675, -1.991, -2.118], [-3.721, -2.211, -0.657], [-1.163, -1.287, -3.945], [-3.131, -0.976, -5.397], [1.017, -2.433, -0.032], [2.361, -4.439, -0.297], [1.730, -6.163, -1.965], [-0.299, -5.818, -3.341], [-1.666, -3.829, -3.067], [3.930, 0.699, -4.912], [2.075, 1.104, -4.729], [1.171, 0.858, -6.398], [1.776, 2.883, -4.118], [1.226, -0.062, -3.508], [1.683, 0.345, -1.422], [3.184, -1.186, -1.467], [4.882, -0.684, -0.767], [5.231, 1.154, -1.122], [6.074, -1.821, -1.756], [5.092, -1.071, 1.083], [4.396, 1.290, -5.694], [4.077, -0.347, -5.158], [4.458, 0.894, -3.987], [1.549, 1.516, -7.172], [0.111, 1.057, -6.281], [1.271, -0.162, -6.752], [2.031, 3.635, -4.858], [2.350, 3.086, -3.218], [0.726, 3.003, -3.868], [1.411, -1.112, -3.723], [0.161, 0.116, -3.613], [3.270, -1.493, -2.506], [2.834, -2.041, -0.902], [5.439, 1.353, -2.168], [6.076, 1.508, -0.542], [4.361, 1.735, -0.827], [6.031, -1.620, -2.821], [5.800, -2.862, -1.610], [7.103, -1.708, -1.436], [4.710, -0.240, 1.670], [6.136, -1.222, 1.344], [4.540, -1.961, 1.372]]
}